{
  "formula": "C5H31NO12",
  "method": "the ωB97M-V functional and the def2-TZVPD basis",
  "relative_energy_kcal_mol": 57.9,
  "largest_force_ev_per_a": 2.191,
  "lumo_ev": 0.211,
  "molar_mass_g_mol": 297.3,
  "symbols": ["C", "C", "C", "N", "C", "C", "H", "H", "H", "H", "H", "H", "H", "H", "H", "O", "H", "H", "O", "H", "H", "O", "H", "H", "O", "H", "H", "O", "H", "H", "O", "H", "H", "O", "H", "H", "O", "H", "H", "O", "H", "H", "O", "H", "H", "O", "H", "H", "O"],
  "positions_angstrom": [[-0.42341, -2.31660, 1.68856], [0.12031, -1.89714, 0.38971], [-0.18557, -0.71530, -0.26636], [0.54933, -0.62280, -1.41720], [1.28306, -1.74771, -1.55748], [1.02547, -2.58931, -0.47455], [-0.01074, -3.26218, 2.04038], [-0.30409, -1.62341, 2.53118], [-1.49530, -2.60475, 1.66020], [-0.97515, 0.03173, -0.24293], [0.50634, 0.19635, -1.99693], [1.97807, -1.77546, -2.39162], [1.56208, -3.50749, -0.34829], [-1.65515, 2.27473, -0.54322], [-0.85680, 3.52344, -0.42609], [-0.92596, 2.72704, -0.98836], [1.98724, 1.55413, 1.46974], [0.96732, 0.47421, 1.20741], [1.19256, 1.13623, 1.88784], [-1.51629, 3.72531, 1.46438], [-0.47820, 4.88796, 1.28057], [-1.39124, 4.63409, 1.11588], [3.89275, 1.76197, 0.71180], [2.82458, 2.47337, -0.25336], [3.21724, 2.44038, 0.63785], [1.07979, 0.55826, -5.04440], [1.46989, -0.39466, -4.02938], [1.71484, 0.49318, -4.32028], [0.26330, -5.27900, -0.06731], [-1.27806, -5.47404, -0.15870], [-0.58199, -4.95527, 0.25261], [-1.21924, -0.85188, -3.48510], [-1.40179, 0.53154, -3.33439], [-0.80550, -0.03722, -3.84951], [0.88512, 2.54658, -1.64406], [1.78479, 1.88409, -2.75583], [1.73377, 2.09868, -1.81112], [-3.31667, 2.42384, 1.99191], [-2.11237, 1.51732, 2.27396], [-2.43666, 2.21031, 1.66397], [-0.88037, 0.44550, 3.65271], [-2.12774, -0.03871, 4.47344], [-1.85620, 0.40976, 3.67253], [-2.07696, -3.32405, -2.92050], [-1.28564, -2.46933, -1.77321], [-1.67185, -2.50012, -2.65978], [1.13843, 0.81269, 3.53417], [1.21537, -0.31935, 4.71711], [0.87723, 0.53309, 4.44209]]
}